1.
A molecular structure, C35H50BBiN9P2S2Se. Source: the OMol25 dataset; level of theory: the ωB97M-V functional and the def2-TZVPD basis.

Properties
E_HOMO: -4.160 eV
Kohn-Sham gap: 6.211 eV
total charge: -1
energy above the lowest of the compared OMol25 structures with the same formula, charge and spin: 267.49 kJ/mol
multiplicity: 1

```
101
Properties=species:S:1:pos:R:3:forces:R:3:mulliken_charge:R:1
Bi -1.272 0.072 -0.648 0.620 -0.907 0.377 1.020
C -2.712 2.600 2.379 0.509 0.518 -0.268 -1.866
C -3.758 2.665 1.290 -1.084 -1.545 -2.088 2.003
C -4.556 3.988 1.215 -1.334 0.470 0.049 -1.521
C -4.800 1.493 1.490 0.342 1.705 1.293 -1.752
P -2.681 2.291 -0.452 1.012 2.021 0.828 0.091
C -1.185 3.526 -0.125 -0.749 -2.101 0.506 -0.774
N 0.095 2.838 -0.193 2.228 0.557 -0.783 1.058
B 0.547 1.526 0.195 -0.478 -0.610 0.996 0.544
N 1.988 1.554 0.497 -1.984 1.659 -0.439 0.595
C 2.781 0.796 1.405 1.260 -1.501 -0.020 -1.549
P 1.993 -0.668 2.338 0.656 0.677 -0.968 -0.472
C 3.134 -0.499 3.936 0.395 -0.451 -2.161 1.964
C 2.402 0.504 4.800 0.591 0.122 0.671 -2.135
C 3.002 -1.866 4.588 -0.295 -0.647 1.317 -1.430
C 4.642 -0.056 3.689 -0.635 1.148 0.186 -1.503
C 2.527 -2.180 1.157 -0.044 0.920 1.486 1.426
C 2.026 -1.851 -0.277 -0.491 0.088 -0.542 -0.521
C 1.712 -3.346 1.866 -0.248 -0.327 -1.171 -1.251
C 4.085 -2.304 1.121 -0.594 0.314 1.087 -1.539
C 2.419 2.855 0.133 1.072 -0.430 -1.191 0.449
C 3.773 3.322 0.007 -1.872 -0.612 -0.146 -0.525
C 3.960 4.600 -0.555 -0.433 -1.957 1.325 -0.688
C 2.860 5.293 -0.990 0.415 1.891 -0.901 -0.617
C 1.579 4.773 -1.096 -1.639 -0.653 0.431 -0.752
C 1.328 3.550 -0.436 -0.136 1.239 0.370 -0.158
C -3.258 2.678 -2.256 -1.688 1.671 -0.719 1.713
C -4.359 3.761 -2.216 -1.368 0.445 2.605 -1.642
C -3.928 1.401 -2.808 0.590 0.217 -0.552 -1.701
C -2.226 3.317 -3.257 0.842 -0.661 0.405 -1.447
H -3.181 2.504 3.343 -0.545 -0.378 0.396 0.598
H -1.979 1.765 2.280 -0.414 0.845 -0.066 0.034
H -2.270 3.595 2.432 0.633 -0.214 0.158 0.637
H -4.705 4.390 2.252 0.324 -0.224 -0.743 0.420
H -4.134 4.799 0.568 -0.045 -0.740 0.699 0.188
H -5.635 3.825 0.839 1.768 0.050 0.398 0.334
H -5.193 1.705 2.514 0.127 -0.425 -0.566 0.501
H -5.626 1.600 0.841 -0.932 0.275 -0.958 0.447
H -4.491 0.470 1.442 0.734 -0.253 0.064 0.223
H -1.169 4.306 -0.835 -0.332 1.059 -0.633 0.213
H -1.422 3.852 0.904 0.585 0.305 -0.815 0.147
H 3.667 0.382 0.848 -0.547 0.352 0.498 0.317
H 3.189 1.460 2.174 -0.093 0.041 -0.052 0.796
H 1.386 0.215 5.010 -0.396 -0.230 0.048 0.392
H 2.957 0.543 5.735 -0.021 -0.120 0.501 0.637
H 2.401 1.538 4.496 -0.031 0.359 -0.807 0.331
H 1.978 -2.273 4.297 1.548 0.129 0.737 0.289
H 3.864 -2.553 4.349 -1.187 0.459 -0.087 0.311
H 3.005 -1.754 5.723 0.037 -0.162 -1.223 0.443
H 4.657 1.047 4.017 0.507 -1.557 -0.532 0.378
H 5.331 -0.649 4.333 -0.413 0.484 -0.380 0.358
H 5.006 -0.109 2.618 -0.550 -0.035 1.330 0.244
H 0.947 -2.045 -0.389 0.066 0.051 0.335 -0.187
H 2.157 -0.770 -0.572 0.219 -1.086 0.331 0.167
H 2.447 -2.503 -1.091 0.095 0.555 1.018 0.133
H 0.627 -3.235 1.638 0.683 0.027 -0.238 0.237
H 2.020 -4.344 1.519 -0.041 0.294 -0.259 0.394
H 1.698 -3.425 2.953 0.622 0.418 -0.162 0.256
H 4.518 -1.418 0.611 -0.241 -0.590 0.147 0.315
H 4.506 -2.304 2.168 -0.306 -0.313 -1.114 0.219
H 4.370 -3.203 0.574 0.112 -0.022 0.041 0.492
H 4.544 2.590 0.257 0.064 0.617 0.064 0.383
H 4.931 5.036 -0.618 0.507 0.226 0.011 0.412
H 3.116 6.341 -1.235 -0.710 -0.615 -0.516 0.302
H 0.743 5.246 -1.688 1.129 -0.151 0.973 0.284
H -5.151 3.480 -1.441 0.866 0.288 -0.848 0.308
H -3.950 4.749 -1.852 -0.431 -0.888 -0.599 0.302
H -4.961 3.893 -3.126 0.724 -0.064 -0.164 0.428
H -4.574 0.942 -2.078 -0.280 -0.187 0.522 0.387
H -4.593 1.644 -3.681 0.967 -0.238 0.549 0.445
H -3.140 0.674 -3.045 -0.414 -0.003 -0.372 0.296
H -2.176 4.434 -3.201 0.065 -0.932 0.466 0.352
H -1.222 2.860 -3.084 -0.528 0.468 -0.499 0.159
H -2.537 3.131 -4.310 0.148 -0.338 0.769 0.398
N -0.482 -5.607 -2.599 0.052 -2.115 2.133 -0.020
C -0.931 -6.362 -1.437 0.977 1.244 -0.999 -0.763
C 0.060 -6.161 -0.515 0.077 -0.243 -1.352 -0.111
N 1.129 -5.478 -1.027 -0.367 0.595 -2.384 -0.470
C 0.790 -5.216 -2.319 0.278 0.776 2.148 0.072
C 1.587 -4.415 -3.271 0.907 0.038 -0.642 0.400
N 2.721 -3.750 -2.993 -1.943 -1.535 0.672 -0.372
C 3.162 -3.273 -4.162 1.189 0.921 -0.579 -0.424
C 2.385 -3.603 -5.212 -2.088 -0.802 -0.053 -0.434
N 1.324 -4.371 -4.639 1.402 0.927 0.208 -0.061
H -0.781 -5.757 -3.537 -0.624 0.046 -0.283 0.223
H -1.821 -6.975 -1.345 0.026 0.553 -0.446 0.393
H 0.148 -6.594 0.448 -0.235 -0.116 0.743 0.496
H 4.054 -2.661 -4.197 -0.104 -0.062 -0.032 0.408
H 2.353 -3.252 -6.241 0.059 -0.331 0.393 0.392
H 0.542 -4.741 -5.173 0.371 0.237 0.487 0.182
S -2.287 -0.748 1.640 1.047 0.009 0.005 -0.376
C -3.204 -2.146 1.160 -0.075 0.344 0.161 0.418
C -3.987 -2.569 2.257 -1.868 -0.307 2.591 -0.226
N -4.604 -2.730 3.243 1.220 0.039 -2.039 -0.633
C -3.318 -2.725 -0.052 1.613 1.546 -0.504 0.752
S -2.427 -2.405 -1.496 0.176 -0.324 -0.237 -0.339
C -4.260 -3.694 -0.262 -3.414 -4.550 -0.190 -0.359
N -4.996 -4.599 -0.416 1.478 2.143 0.225 -0.618
Se -0.569 0.311 -5.952 -0.036 0.232 -0.487 -0.316
C -0.377 0.301 -4.191 0.167 -0.951 3.725 -0.039
N -0.285 0.155 -3.001 0.185 0.890 -3.673 -0.919
```
Forces are in eV/Å.

***

2.
A molecular structure, C28H28Cl2IrN6O2S5. Source: the OMol25 dataset; level of theory: the ωB97M-V functional and the def2-TZVPD basis.

Properties
E_HOMO (alpha / beta): -12.469 / -12.467 eV
Kohn-Sham gap (alpha / beta): 6.973 / 4.804 eV
total charge: +2
energy above the lowest of the compared OMol25 structures with the same formula, charge and spin: 2.92 kJ/mol
expectation value of S²: 0.787
multiplicity: 2

```
72
Properties=species:S:1:pos:R:3:forces:R:3:mulliken_charge:R:1
Ir -0.101 -0.295 0.139 -0.029 0.476 -0.519 2.359
S -0.652 5.282 1.727 -0.003 0.009 -0.014 -0.087
C -0.341 6.895 2.184 -0.006 0.000 0.007 -0.363
C 0.921 7.282 1.855 0.007 -0.001 -0.001 -0.652
C 1.651 6.251 1.215 0.000 0.005 0.013 -0.506
C 0.930 5.097 1.066 0.005 -0.021 0.008 0.397
C 1.373 3.837 0.469 0.024 0.011 -0.027 1.113
C 0.575 2.681 0.579 -0.039 -0.020 0.018 -1.367
N 0.941 1.517 0.081 -0.153 -0.033 -0.248 -0.133
C 2.135 1.396 -0.547 -0.005 0.009 0.000 -0.577
C 2.995 2.480 -0.708 0.004 0.018 0.013 1.163
C 4.255 2.259 -1.367 -0.002 -0.006 -0.009 -1.139
C 4.612 1.026 -1.788 0.004 -0.003 0.014 -1.140
C 3.751 -0.111 -1.591 0.002 0.002 0.001 0.680
C 4.100 -1.422 -1.941 0.003 0.006 -0.014 -0.691
C 3.241 -2.472 -1.672 -0.013 -0.007 0.003 0.757
C 2.004 -2.160 -1.073 -0.040 0.004 -0.081 -0.350
N 1.640 -0.928 -0.765 0.035 0.010 0.139 -0.137
C 2.508 0.096 -0.995 0.037 -0.004 0.049 -0.122
C 3.577 -3.862 -1.976 -0.005 0.003 -0.005 0.393
C 4.784 -4.358 -2.393 0.005 -0.003 0.007 -0.468
C 4.766 -5.759 -2.592 0.001 0.005 -0.001 -0.636
C 3.548 -6.305 -2.322 -0.001 -0.001 0.000 -0.341
S 2.418 -5.130 -1.827 -0.006 0.003 -0.006 -0.129
C 2.580 3.717 -0.194 -0.039 0.022 -0.020 -0.811
H -1.104 7.472 2.681 -0.001 0.001 -0.001 0.452
H 1.319 8.263 2.066 -0.001 0.001 -0.001 0.410
H 2.676 6.367 0.896 0.000 -0.001 -0.003 0.378
H -0.370 2.687 1.111 0.006 0.011 -0.046 0.530
H 4.919 3.101 -1.508 0.001 -0.001 -0.002 0.497
H 5.569 0.868 -2.269 0.000 0.002 0.001 0.475
H 5.056 -1.603 -2.415 -0.001 -0.002 0.000 0.454
H 1.285 -2.935 -0.841 0.008 -0.008 0.020 0.269
H 5.666 -3.753 -2.544 0.001 -0.001 0.002 0.344
H 5.619 -6.335 -2.917 0.001 0.001 0.000 0.407
H 3.254 -7.340 -2.389 -0.001 0.000 -0.001 0.437
H 3.228 4.576 -0.311 -0.002 0.000 -0.003 0.462
N -1.149 0.245 -1.663 0.013 -0.066 0.073 -0.788
C -2.594 0.216 -1.298 -0.006 0.034 0.006 -0.188
C -3.515 0.879 -2.318 0.036 -0.017 -0.044 -0.712
C -4.938 0.291 -2.275 -0.054 -0.051 -0.039 -1.198
C -6.037 1.342 -2.260 -0.108 0.029 0.098 -1.019
N -5.914 2.076 -1.003 -0.094 0.147 -0.157 -0.081
C -6.395 3.278 -0.754 -0.098 -0.138 -0.047 0.780
N -5.933 3.955 0.303 0.030 0.051 0.015 -0.345
N -7.314 3.830 -1.551 -0.023 0.038 0.020 -0.374
C -2.744 0.815 0.114 0.098 -0.123 0.021 0.643
O -3.771 1.409 0.428 0.232 -0.024 0.164 -0.874
O -1.749 0.644 0.905 -0.136 0.001 0.023 -0.817
H -0.886 1.170 -1.998 0.000 0.018 0.032 0.342
H -0.979 -0.400 -2.430 0.001 0.023 -0.027 0.387
H -2.849 -0.843 -1.203 0.000 -0.003 0.001 0.261
H -3.098 0.755 -3.319 0.004 -0.031 0.011 0.513
H -3.538 1.953 -2.118 0.000 0.006 -0.028 0.441
H -5.064 -0.322 -1.379 0.007 -0.008 -0.008 0.443
H -5.100 -0.377 -3.121 0.006 0.024 -0.018 0.508
H -7.009 0.847 -2.321 -0.014 0.032 -0.008 0.497
H -5.948 2.030 -3.106 0.038 -0.012 -0.007 0.455
H -5.183 1.734 -0.366 0.032 0.004 0.003 0.388
H -5.191 3.557 0.857 -0.031 -0.024 0.012 0.191
H -6.437 4.739 0.679 0.001 0.001 -0.002 0.221
H -7.816 3.267 -2.215 0.012 0.002 -0.017 0.222
H -7.652 4.762 -1.384 -0.005 -0.001 0.000 0.212
S -0.004 -3.784 2.928 -0.011 -0.234 0.166 0.045
C -0.231 -2.499 1.906 0.074 0.459 -0.323 0.113
S -1.051 -2.424 0.396 -0.047 -0.199 0.211 -0.429
S 0.580 -1.017 2.182 0.061 -0.365 0.409 -0.291
Cl 0.351 2.177 4.025 -0.053 0.005 0.034 -0.087
C 2.026 1.650 4.203 0.031 -0.007 -0.066 -0.498
Cl 2.850 1.605 2.629 0.253 -0.077 0.162 -0.008
H 2.037 0.647 4.612 -0.013 0.006 0.021 0.342
H 2.557 2.351 4.836 -0.033 0.012 0.014 0.381
```
Forces are in eV/Å.

***

3.
A molecular structure, C22H24AsMgN2O2. Source: the OMol25 dataset; level of theory: the ωB97M-V functional and the def2-TZVPD basis.

Properties
E_HOMO: -11.278 eV
Kohn-Sham gap: 6.487 eV
total charge: +1
multiplicity: 1

```
52
Properties=species:S:1:pos:R:3:forces:R:3:mulliken_charge:R:1
Mg 0.154 -1.727 -0.581 1.683 0.712 -1.018 0.401
O 2.491 2.326 5.781 0.041 0.094 0.482 -0.472
C 1.830 1.173 6.001 -0.148 -0.282 1.423 0.663
O 1.605 0.773 7.134 0.494 0.882 -2.040 -0.544
C 1.389 0.410 4.793 -0.375 -0.659 -0.416 1.020
C 1.623 0.813 3.477 -0.425 -0.693 -0.346 -1.222
C 1.165 0.021 2.417 0.119 0.255 0.035 -0.390
C 0.471 -1.178 2.625 0.612 1.030 0.694 0.848
C 0.240 -1.577 3.940 0.129 0.211 0.634 -0.629
C 0.694 -0.791 5.011 -0.197 -0.336 -0.584 -0.979
N 0.084 -1.848 1.463 -1.671 -2.365 -1.461 -0.086
C -0.567 -2.978 1.409 0.298 0.495 0.926 0.310
C -1.039 -3.793 0.187 -0.030 -0.045 0.057 0.797
C -1.718 -4.970 0.505 0.046 0.040 -0.250 -0.918
C -2.189 -5.785 -0.525 0.046 0.086 -0.107 -0.354
C -1.975 -5.414 -1.846 -0.063 -0.154 0.456 -0.674
C -1.294 -4.236 -2.095 0.536 0.908 0.253 -0.045
N -0.826 -3.424 -1.125 -0.872 -0.968 1.488 -0.259
H 2.637 2.594 4.861 -0.257 -0.481 0.294 0.290
H 2.150 1.721 3.214 0.007 -0.011 0.086 0.198
H 1.351 0.341 1.392 0.031 -0.114 0.257 0.533
H -0.291 -2.494 4.169 0.032 0.047 0.001 0.314
H 0.498 -1.129 6.028 0.138 0.237 -0.247 0.449
H -0.849 -3.466 2.358 0.055 0.006 -0.509 0.126
H -1.889 -5.266 1.535 0.097 0.152 -0.095 0.405
H -2.720 -6.705 -0.295 0.099 0.172 0.002 0.431
H -2.330 -6.030 -2.666 0.083 0.137 0.084 0.405
H -1.102 -3.902 -3.110 -0.006 -0.035 0.147 0.460
C -2.394 1.852 -1.731 -0.586 -0.025 0.382 -1.143
As -1.077 0.407 -1.452 0.171 1.434 -1.145 0.488
C -0.749 0.074 -3.370 0.017 -0.325 -0.313 -1.245
C 0.471 1.563 -0.941 0.366 0.180 0.360 -0.862
C 0.704 2.775 -1.809 0.001 0.307 -0.028 0.191
C 0.433 4.062 -1.307 0.122 -0.105 -0.722 -0.317
C 0.654 5.193 -2.099 0.099 -0.481 -0.170 -0.638
C 1.157 5.052 -3.394 -0.076 -0.308 0.224 -0.461
C 1.445 3.781 -3.897 -0.203 0.021 0.512 -0.771
C 1.223 2.648 -3.109 -0.072 0.629 0.172 -0.285
H -1.999 2.611 -2.437 0.013 -0.593 0.454 0.332
H -2.619 2.337 -0.759 0.068 -0.280 -0.606 0.369
H -3.325 1.421 -2.151 0.548 0.234 0.319 0.403
H -0.689 1.021 -3.940 0.049 -0.489 0.433 0.428
H -1.600 -0.509 -3.777 0.446 0.252 0.299 0.382
H 0.183 -0.515 -3.492 -0.502 0.367 -0.017 0.380
H 1.401 0.959 -0.886 -0.600 0.067 -0.122 0.548
H 0.235 1.891 0.093 0.087 -0.169 -0.515 0.429
H 0.044 4.191 -0.305 -0.004 -0.096 0.042 0.363
H 0.437 6.178 -1.707 0.014 -0.032 0.008 0.407
H 1.330 5.928 -4.006 -0.004 -0.023 0.015 0.396
H 1.844 3.673 -4.897 0.010 -0.015 0.021 0.400
H 1.471 1.675 -3.511 0.044 -0.058 0.086 0.541
H 1.826 -1.727 -1.172 -0.508 0.188 0.065 -0.415
```
Forces are in eV/Å.

***

Calculated calculated total energy in order - -162626.816, -124577.813, -96556.098 eV